(1)
{"formula": "C2H4N2S2", "method": "wB97M-V/def2-TZVPD", "symbols": ["N", "N", "C", "S", "C", "S", "H", "H", "H", "H"], "positions_angstrom": [[-0.584773, -1.281571, 0.233084], [0.055265, -0.048696, 0.044228], [1.202809, 0.102710, 0.805972], [2.237182, 1.339499, 0.923310], [-0.526389, 0.851306, -0.835401], [-0.080963, 2.344960, -1.282237], [-0.641291, -1.774913, -0.651777], [-1.517194, -1.129732, 0.573439], [1.292924, -0.805951, 1.444600], [-1.437570, 0.402389, -1.255220]], "forces_ev_per_a": [[0.078, -0.449, -0.220], [0.310, 0.673, -0.228], [-0.100, -0.539, 0.739], [-0.164, -0.211, -0.140], [-0.089, 0.061, -0.120], [-0.070, -0.427, 0.163], [0.060, 0.008, 0.053], [-0.370, 0.077, 0.189], [0.089, 0.680, -0.559], [0.256, 0.127, 0.125]], "nbo_charge": [-0.63, -0.30, -0.12, 0.03, -0.14, 0.04, 0.36, 0.36, 0.22, 0.19], "largest_force_ev_per_a": 0.920, "homo_energy_ev": -8.03, "lumo_energy_ev": -0.64, "smiles": "NN(C=S)C=S"}


(2)
{"formula": "C2H4N2S2", "method": "wB97M-V/def2-TZVPD", "symbols": ["C", "C", "N", "N", "S", "S", "H", "H", "H", "H"], "positions_angstrom": [[0.644414, -0.138308, 1.365850], [0.313792, -1.393681, 0.990426], [-0.404001, 0.809095, 1.382918], [-1.301876, 1.160528, -1.031660], [-1.604088, 0.499045, 0.480926], [-1.204856, -1.707842, 0.168919], [1.626007, 0.107519, 1.749083], [1.007738, -2.266073, 1.134681], [-0.587564, 1.866385, -0.989954], [-1.398558, 0.604582, -1.846696]], "forces_ev_per_a": [[-1.126, -0.691, -0.202], [1.551, -0.783, -0.253], [0.929, 0.102, 0.408], [-0.276, 0.323, 0.455], [-0.527, -0.859, 0.151], [-0.017, 1.250, 0.529], [-0.240, 0.147, 0.222], [-0.808, 1.074, -0.343], [0.364, -0.076, -0.229], [0.150, -0.487, -0.738]], "nbo_charge": [-0.05, -0.48, -0.87, -1.09, 1.18, 0.02, 0.22, 0.25, 0.41, 0.40], "largest_force_ev_per_a": 1.756, "homo_energy_ev": -7.85, "lumo_energy_ev": -0.08}


(3)
{"formula": "C2H4N2S3", "method": "wB97M-V/def2-TZVPD", "symbols": ["N", "C", "S", "S", "H", "C", "N", "S", "H", "H", "H"], "positions_angstrom": [[-1.667622, 0.264351, -0.645133], [-1.732509, -0.712603, 0.062601], [-1.875326, -1.387547, 1.710380], [-1.675826, -2.390363, -0.156602], [-1.834184, 1.285800, -0.339422], [1.767118, 1.189428, -0.750350], [0.933023, 0.546818, 0.036700], [1.400687, -0.906566, 0.574661], [2.798544, 0.793558, -0.990798], [1.534538, 2.160152, -1.086311], [0.351553, -0.843029, 1.584270]], "forces_ev_per_a": [[-0.907, 3.786, -1.191], [-0.354, -0.333, 0.943], [-0.508, 0.055, 0.091], [0.013, -1.192, 0.130], [0.633, -2.593, -0.032], [-0.100, -2.531, 1.884], [2.125, 3.779, -2.671], [-1.063, -1.449, 2.506], [-1.127, 0.290, 0.125], [-0.529, 0.951, -0.423], [1.817, -0.762, -1.361]], "nbo_charge": [-0.61, -0.01, 0.07, 0.20, 0.40, -0.10, -0.60, 0.19, 0.15, 0.18, 0.13], "largest_force_ev_per_a": 5.092, "homo_energy_ev": -8.45, "lumo_energy_ev": -0.59, "smiles": "N=C1SS1.C=NS"}


(4)
{"formula": "C2H4N2S3", "method": "wB97M-V/def2-TZVPD", "symbols": ["H", "N", "N", "S", "S", "H", "C", "C", "S", "H", "H"], "positions_angstrom": [[1.687615, -1.334049, 0.256664], [0.659290, -1.067675, 0.145060], [0.139896, -1.499806, -0.925646], [-1.496844, -1.420861, -1.192128], [1.306051, -2.242995, -2.211258], [0.532200, -3.122849, -2.804223], [0.082363, 3.135488, 0.936716], [-0.775106, 2.373853, 1.409856], [-1.977667, 1.295075, 1.816511], [1.083759, 3.632661, 1.198108], [-1.241555, 0.251159, 1.370339]], "forces_ev_per_a": [[-1.513, 0.364, -0.681], [1.099, -0.789, -0.675], [0.486, -0.352, 0.451], [0.601, -0.123, -0.371], [0.224, 1.280, 1.350], [-0.942, -0.341, -0.026], [0.711, -0.576, 2.246], [1.849, 1.911, -1.370], [-0.008, -0.480, -0.038], [-2.142, -0.780, -0.970], [-0.367, -0.113, 0.084]], "nbo_charge": [0.34, -0.36, -0.27, 0.01, 0.15, 0.14, -0.28, -0.27, 0.11, 0.25, 0.17], "largest_force_ev_per_a": 2.991, "homo_energy_ev": -8.74, "lumo_energy_ev": -0.90, "smiles": "[H]/N=[N+](/[S-])S.C#CS"}


(5)
{"formula": "C2H4N3", "method": "wB97M-V/def2-TZVPD", "symbols": ["H", "N", "C", "N", "N", "C", "H", "H", "H"], "positions_angstrom": [[0.741251, 0.738677, 2.034378], [0.388310, 0.591671, 1.102216], [-0.832042, 0.557360, 0.907809], [-1.279185, 0.180456, -0.453557], [-0.380090, -0.359809, -1.004639], [0.764236, -0.710239, -1.306162], [-1.753678, 0.804352, 1.573579], [1.135617, -1.692618, -0.895647], [1.215581, -0.109851, -1.957977]], "forces_ev_per_a": [[-0.125, 0.375, 0.395], [-0.147, -0.412, -0.125], [-1.235, 1.620, 2.234], [0.003, -1.356, -0.665], [-1.445, 0.907, -0.063], [-0.944, -3.918, 2.742], [1.778, -0.553, -1.169], [-0.376, 0.935, -0.850], [2.490, 2.402, -2.498]], "nbo_charge": [0.41, -0.56, 0.20, 0.03, 0.11, -0.01, 0.25, 0.29, 0.26], "largest_force_ev_per_a": 4.875, "homo_energy_ev": -16.65, "lumo_energy_ev": -6.60, "charge": 1, "smiles": "[H]/N=C/N=[N+]=C"}


(6)
{"formula": "C2H4N3O", "method": "wB97M-V/def2-TZVPD", "symbols": ["C", "C", "N", "N", "N", "O", "H", "H", "H", "H"], "positions_angstrom": [[-0.618170, -1.024199, 0.003739], [-1.329677, 0.470571, -0.536545], [-3.461068, 0.058438, 0.437012], [-2.560046, 0.460525, -0.067619], [0.585698, -0.846470, 0.563688], [-1.256794, -1.980414, -0.219930], [-1.121059, 0.720255, -1.671814], [-0.797310, 1.221903, -0.070519], [1.266073, -0.123650, 0.533712], [1.231210, -1.596082, 0.648609]], "forces_ev_per_a": [[4.496, 3.507, -0.208], [1.033, -1.352, -2.751], [-5.437, -3.468, 3.599], [2.307, 4.942, -3.879], [-0.275, -1.369, -0.008], [-1.613, -2.187, -0.296], [-0.981, -1.472, 1.910], [1.608, 1.227, 1.706], [-0.842, 2.229, -0.466], [-0.297, -2.057, 0.391]], "nbo_charge": [0.63, -0.18, 0.13, -0.15, -0.75, -0.14, 0.32, 0.26, 0.45, 0.43], "largest_force_ev_per_a": 7.385, "homo_energy_ev": [-11.67, -17.76], "multiplicity": 3, "lumo_energy_ev": [-4.41, -9.87], "charge": 1}


(7)
{"formula": "C2H4N3P", "method": "wB97M-V/def2-TZVPD", "symbols": ["C", "C", "N", "N", "N", "P", "H", "H", "H", "H"], "positions_angstrom": [[-0.434445, 1.537534, -0.731239], [-0.682571, 0.239721, -0.394631], [0.900773, 1.827080, -0.706094], [0.494726, -0.344277, -0.026337], [0.244882, -2.082960, 0.614621], [1.865221, 0.651112, -0.210743], [-1.235285, 2.294671, -0.963760], [-1.597371, -0.245472, -0.189340], [-0.516253, -1.692476, 1.190208], [0.960324, -2.184933, 1.417316]], "forces_ev_per_a": [[-0.206, 0.797, -0.431], [1.114, 0.157, 0.929], [-0.416, 1.095, -0.235], [-0.323, -4.268, 1.381], [1.082, 3.880, 0.497], [-0.803, -0.360, -0.031], [1.222, -0.858, 0.102], [-0.820, -0.457, -0.167], [-0.190, -0.538, -0.268], [-0.661, 0.552, -1.776]], "nbo_charge": [-0.07, -0.11, -0.83, -0.55, -0.56, 1.01, 0.21, 0.21, 0.34, 0.35], "largest_force_ev_per_a": 4.498, "homo_energy_ev": -8.71, "lumo_energy_ev": -0.18}


(8)
{"formula": "C2H4N3S", "method": "wB97M-V/def2-TZVPD", "symbols": ["C", "C", "N", "N", "N", "S", "H", "H", "H", "H"], "positions_angstrom": [[0.744654, -0.629176, 1.685517], [-1.028816, 0.426913, 0.284235], [1.180796, -0.658701, 0.541084], [-0.043199, 0.049456, -0.511711], [0.217873, 0.235518, -1.841915], [-0.773668, 0.262746, 2.005943], [1.372461, -0.928798, 2.615842], [-2.016292, 0.773479, -0.059983], [0.457030, -0.600090, -2.445174], [-0.110839, 1.068653, -2.273839]], "forces_ev_per_a": [[-0.710, 1.207, 3.473], [0.908, -0.418, -0.523], [-0.108, 0.544, -4.533], [0.650, -0.822, 2.556], [0.369, -2.127, 0.942], [0.052, -0.552, -1.384], [-1.072, 0.193, -1.886], [0.716, 0.053, -0.077], [-0.559, 1.309, 1.459], [-0.247, 0.613, -0.027]], "nbo_charge": [-0.13, -0.06, -0.14, -0.02, -0.59, 0.48, 0.32, 0.29, 0.44, 0.42], "largest_force_ev_per_a": 4.567, "homo_energy_ev": -14.62, "lumo_energy_ev": -4.88, "charge": 1}


(9)
{"formula": "C2H4N4", "method": "wB97M-V/def2-TZVPD", "symbols": ["C", "N", "N", "C", "N", "N", "H", "H", "H", "H"], "positions_angstrom": [[-1.725514, 0.007171, 0.189948], [-0.260214, 0.127942, 0.284360], [0.696092, 0.702407, 0.956771], [1.800400, 0.239059, 0.346791], [1.541836, -0.595271, -0.671200], [0.241088, -0.624983, -0.661313], [-2.089232, -0.385299, 1.143536], [-0.790683, -0.957996, -1.034314], [-2.132639, 1.007961, 0.022113], [2.802178, 0.511737, 0.646099]], "forces_ev_per_a": [[-0.140, 0.181, 0.234], [0.145, -0.136, -0.176], [0.000, -0.094, -0.111], [0.106, 0.016, 0.011], [-0.077, 0.098, 0.127], [-0.154, 0.068, 0.086], [0.032, 0.037, -0.117], [0.201, -0.012, -0.022], [0.037, -0.121, 0.008], [-0.150, -0.037, -0.040]], "nbo_charge": [-0.69, 0.09, -0.20, 0.10, -0.21, -0.14, 0.19, 0.45, 0.19, 0.22], "largest_force_ev_per_a": 0.327, "homo_energy_ev": -8.49, "lumo_energy_ev": 0.56}


(10)
{"formula": "C2H4N4", "method": "wB97M-V/def2-TZVPD", "symbols": ["N", "C", "C", "N", "N", "N", "H", "H", "H", "H"], "positions_angstrom": [[-1.627975, 0.162785, -0.247599], [-0.249259, 0.057978, -0.252043], [0.725347, 0.984148, -0.037906], [1.870594, 0.306654, 0.330094], [1.697280, -0.943734, 0.222008], [0.387548, -1.181959, -0.203340], [-2.070133, -0.708758, 0.021798], [-1.917394, 0.897360, 0.389140], [0.721235, 2.054920, -0.178220], [0.492267, -1.640636, -1.109318]], "forces_ev_per_a": [[-0.038, 0.017, -0.196], [0.299, 0.095, 0.207], [-0.157, 0.049, 0.194], [0.156, -0.136, -0.297], [0.445, 0.334, -0.450], [0.071, 0.213, 0.186], [0.067, 0.149, -0.169], [-0.099, -0.078, -0.343], [-0.163, -0.090, 0.511], [-0.582, -0.553, 0.358]], "nbo_charge": [-0.80, 0.31, -0.22, -0.19, -0.06, -0.47, 0.39, 0.39, 0.22, 0.41], "largest_force_ev_per_a": 0.879, "homo_energy_ev": -8.91, "lumo_energy_ev": 0.72, "smiles": "Nc1cnn[nH]1"}